Entry 1:
DFT (wB97M-V/def2-TZVPD) results for one molecule with the formula C22H24N6O2 in a non-equilibrium geometry.

Each line ends with the Löwdin charge.
Geometry (Å):
C1 3.66405 3.64221 0.17329  -0.01
N1 3.23284 2.26039 0.04440  0.03
C2 1.90082 2.03377 -0.33370  -0.37
O1 1.13527 2.95660 -0.56378  0.06
C3 1.62346 0.64145 -0.41012  -0.07
C4 2.58328 -0.32727 -0.18206  -0.22
N2 2.07331 -1.56232 -0.35397  0.21
C5 0.79659 -1.37333 -0.68810  -0.29
N3 -0.01255 -2.40341 -1.06438  -0.04
C6 0.62293 -3.71248 -1.09546  -0.15
C7 0.58689 -4.37299 0.28283  -0.21
N4 -0.80104 -4.48466 0.70000  -0.07
C8 -1.41962 -3.17642 0.79046  -0.20
C9 -1.38283 -2.52206 -0.59459  -0.13
N5 0.46992 -0.05324 -0.75300  0.05
C10 -0.76544 0.59988 -1.09841  -0.08
C11 -1.74431 0.68524 0.05332  -0.16
C12 -1.33054 0.44952 1.33954  -0.03
C13 -2.22509 0.50907 2.41679  -0.06
C14 -3.53908 0.80684 2.20158  -0.03
C15 -4.00549 1.08192 0.89937  -0.16
C16 -5.35589 1.41512 0.66460  -0.03
C17 -5.80021 1.70250 -0.59434  -0.08
C18 -4.90635 1.67239 -1.67405  -0.08
C19 -3.59245 1.34636 -1.48140  -0.02
C20 -3.09991 1.03419 -0.19533  -0.12
N6 3.85666 -0.00995 0.17124  0.01
C21 4.83234 -1.05167 0.39915  -0.01
C22 4.21400 1.31690 0.29772  -0.44
O2 5.33751 1.64698 0.61575  0.07
H1 2.80400 4.27299 -0.03942  0.09
H2 4.03039 3.82189 1.18360  0.10
H3 4.47021 3.84710 -0.53081  0.10
H4 1.65159 -3.59003 -1.42914  0.11
H5 0.06455 -4.32556 -1.80690  0.13
H6 1.01738 -5.37401 0.22581  0.12
H7 1.19169 -3.76292 0.97408  0.11
H8 -0.86718 -4.97201 1.58759  0.11
H9 -2.45657 -3.29392 1.11159  0.12
H10 -0.90456 -2.50998 1.50693  0.12
H11 -1.87296 -1.55388 -0.54982  0.09
H12 -1.91236 -3.16256 -1.30483  0.13
H13 -1.20567 0.07668 -1.95288  0.13
H14 -0.50236 1.62003 -1.40188  0.14
H15 -0.29605 0.21118 1.54023  0.12
H16 -1.86100 0.31465 3.41473  0.11
H17 -4.23877 0.84773 3.02359  0.11
H18 -6.03206 1.44447 1.50709  0.11
H19 -6.83485 1.95999 -0.76578  0.10
H20 -5.26322 1.91340 -2.66454  0.10
H21 -2.92155 1.34479 -2.32602  0.11
H22 5.77121 -0.57253 0.66931  0.09
H23 4.49356 -1.70364 1.20418  0.09
H24 4.95566 -1.64512 -0.50676  0.09

gap between HOMO and LUMO	8.03	eV
calculated total energy	-1331.8464	Eh
ΔE to the lowest compared entry with this formula, charge and spin	2.0	kJ/mol
structure (SMILES)	Cn1c(=O)c2c(nc(N3CCNCC3)n2Cc2cccc3ccccc23)n(C)c1=O

Entry 2:
DFT (wB97M-V/def2-TZVPD) results for C22H24N6O3OsS3Si as an isolated structure in a non-equilibrium geometry.

Each line ends with the Löwdin charge.
Geometry (Å):
Os1 0.65736 0.36309 -1.05742  1.56
N1 -0.82426 -1.97627 -3.37241  0.15
C1 -0.12043 -0.95744 -3.85934  -0.64
N2 0.45801 -0.01493 -3.12494  -0.10
C2 1.18328 0.86535 -3.91669  -0.32
C3 1.11137 0.61066 -5.25351  -0.30
S1 0.14584 -0.77235 -5.57117  1.15
C4 1.99239 1.84512 -3.22560  -0.34
C5 2.70106 2.87967 -3.76634  -0.32
S2 3.63725 3.67653 -2.58116  1.14
C6 3.02832 2.54884 -1.37120  -0.62
N3 2.14555 1.68593 -1.85762  -0.10
N4 3.49548 2.59078 -0.13681  0.14
H1 -1.07624 -1.97822 -2.39160  0.06
H2 -1.22737 -2.66309 -3.99041  0.13
H3 1.58315 1.14882 -6.05064  0.09
H4 2.71741 3.20198 -4.78637  0.09
H5 4.19814 3.27836 0.09164  0.12
H6 3.38171 1.83042 0.54904  0.05
C7 -3.60246 -1.64426 -1.27828  -0.14
Si1 -2.54338 -0.25195 -0.49945  0.54
C8 -2.49788 1.24828 -1.67853  -0.16
C9 -3.18451 0.16562 1.24735  -0.13
N5 -0.84780 -0.84593 -0.53347  -0.18
C10 -0.39323 -1.96677 0.07784  -0.36
C11 -1.07270 -2.61857 1.13165  0.01
C12 -0.51844 -3.71653 1.74875  -0.01
C13 0.70393 -4.23018 1.32434  0.00
C14 1.37289 -3.63483 0.25766  -0.04
C15 0.83556 -2.53363 -0.36191  -0.05
H7 -4.64740 -1.35456 -1.22646  0.05
H8 -3.50070 -2.58619 -0.75041  0.03
H9 -3.38289 -1.81699 -2.32742  0.02
H10 -2.75641 0.98016 -2.69838  0.04
H11 -1.53365 1.76378 -1.68128  -0.01
H12 -3.23385 1.97087 -1.34156  0.05
H13 -4.01865 0.85543 1.15691  0.05
H14 -2.42930 0.64282 1.86482  0.01
H15 -3.55992 -0.70515 1.77906  0.04
H16 -2.00740 -2.20886 1.47195  0.10
H17 -1.04461 -4.18736 2.56545  0.13
H18 1.12579 -5.09400 1.81253  0.13
H19 2.30432 -4.05196 -0.09305  0.13
H20 1.33805 -2.09840 -1.22892  0.10
O1 3.37063 0.69232 1.83496  -0.28
S3 2.10097 0.06376 2.10236  0.73
O2 2.04151 -1.36058 2.11456  -0.24
N6 1.08139 0.63945 0.89812  -0.24
C16 0.20576 1.53779 1.37818  -0.53
O3 -0.52912 2.11176 0.57059  0.05
C17 0.22125 1.64782 2.84285  -0.14
C18 -0.66889 2.35151 3.64417  0.03
C19 -0.58501 2.18872 5.02122  -0.02
C20 0.38341 1.36873 5.58663  -0.01
C21 1.30454 0.69245 4.78644  0.00
C22 1.19615 0.84242 3.42592  -0.19
H21 -1.42010 2.97865 3.19003  0.13
H22 -1.28897 2.69589 5.66254  0.12
H23 0.42567 1.23991 6.65814  0.13
H24 2.06742 0.06533 5.21668  0.13

gap between HOMO and LUMO (alpha / beta)	4.64 / 4.64	eV
total charge	+2
calculated total energy	-2981.2191	Eh
ΔE to the lowest compared entry with this formula, charge and spin	268.3	kJ/mol

Entry 3:
DFT (wB97M-V/def2-TZVPD) results for C22H24N8O3SW as an isolated structure in a non-equilibrium geometry.

Each line ends with the Mulliken spin population.
Geometry (Å):
W1 0.29531 -0.18310 0.11299  1.58
C1 -3.47538 -1.29138 -2.56410  0.00
C2 -2.29599 -1.14376 -1.65469  -0.03
N1 -1.37994 -0.24746 -1.69858  0.00
N2 -1.49138 0.72250 -2.65631  0.02
C3 -0.76491 1.88021 -2.58013  -0.02
N3 -1.08548 2.78235 -3.50749  0.01
S1 0.41564 2.11173 -1.44762  0.08
C4 -2.21288 -2.11236 -0.50208  0.07
C5 -3.12524 -3.13645 -0.36689  -0.01
C6 -3.08752 -3.92492 0.78568  0.01
C7 -2.15073 -3.64176 1.75060  -0.01
C8 -1.25871 -2.59562 1.53488  0.03
N4 -1.26497 -1.85745 0.42231  0.03
H1 -3.51363 -0.61862 -3.41527  0.00
H2 -4.39825 -1.15714 -1.99766  0.00
H3 -3.48306 -2.30291 -2.97287  0.00
H4 -2.29504 0.69466 -3.26076  0.00
H5 -1.82454 2.64920 -4.17881  0.00
H6 -0.62512 3.67805 -3.49463  0.00
H7 -3.87565 -3.32820 -1.11751  0.00
H8 -3.80274 -4.72640 0.91301  0.00
H9 -2.09086 -4.19418 2.67793  0.00
H10 -0.53104 -2.31837 2.28332  0.01
N5 1.67139 -1.96368 0.79382  -0.01
C9 2.38398 -1.65969 2.05527  0.00
C10 1.49038 -0.79264 2.90370  0.00
O1 1.65670 -0.66487 4.09905  0.04
N6 0.48768 -0.21071 2.19272  0.09
C11 -0.48149 0.49932 3.00882  0.00
C12 -1.51654 1.10028 2.10303  0.01
O2 -2.53582 1.61462 2.43676  0.02
O3 -1.15507 0.99446 0.79416  0.05
H11 1.12327 -2.81208 0.89919  0.00
H12 2.33336 -2.15910 0.05227  0.01
H13 3.29945 -1.11619 1.81729  0.00
H14 2.66168 -2.55692 2.60400  0.00
H15 -0.02059 1.28724 3.61263  0.00
H16 -0.96909 -0.16438 3.72745  0.00
C13 3.70856 2.28561 1.39192  -0.02
C14 4.72626 1.94053 0.52594  0.02
C15 4.44839 1.06259 -0.51558  -0.01
C16 3.16903 0.55917 -0.64299  0.01
N7 2.19549 0.84481 0.24260  -0.05
C17 2.45647 1.72009 1.22683  0.02
C18 2.76410 -0.34172 -1.76240  0.02
C19 3.57742 -0.60146 -2.85211  0.00
C20 3.13223 -1.48180 -3.82815  0.00
C21 1.88969 -2.07525 -3.68619  0.00
C22 1.12221 -1.74748 -2.58352  -0.01
N8 1.54426 -0.89500 -1.64405  0.02
H17 3.86204 2.98201 2.20444  0.00
H18 5.72111 2.34861 0.64170  0.00
H19 5.22452 0.78526 -1.21202  0.00
H20 1.64121 1.95066 1.89436  0.01
H21 4.53835 -0.12065 -2.94786  0.00
H22 3.75731 -1.69891 -4.68417  0.00
H23 1.50732 -2.78211 -4.40854  0.00
H24 0.14593 -2.18788 -2.43995  -0.01

gap between HOMO and LUMO (alpha / beta)	6.17 / 7.89	eV
⟨S²⟩	2.01
total charge	+2
2S+1	3
calculated total energy	-1981.4068	Eh
ΔE to the lowest compared entry with this formula, charge and spin	0.0	kJ/mol

Repeat the second record exactly.
DFT (wB97M-V/def2-TZVPD) results for C22H24N6O3OsS3Si as an isolated structure in a non-equilibrium geometry.

Each line ends with the Löwdin charge.
Geometry (Å):
Os1 0.65736 0.36309 -1.05742  1.56
N1 -0.82426 -1.97627 -3.37241  0.15
C1 -0.12043 -0.95744 -3.85934  -0.64
N2 0.45801 -0.01493 -3.12494  -0.10
C2 1.18328 0.86535 -3.91669  -0.32
C3 1.11137 0.61066 -5.25351  -0.30
S1 0.14584 -0.77235 -5.57117  1.15
C4 1.99239 1.84512 -3.22560  -0.34
C5 2.70106 2.87967 -3.76634  -0.32
S2 3.63725 3.67653 -2.58116  1.14
C6 3.02832 2.54884 -1.37120  -0.62
N3 2.14555 1.68593 -1.85762  -0.10
N4 3.49548 2.59078 -0.13681  0.14
H1 -1.07624 -1.97822 -2.39160  0.06
H2 -1.22737 -2.66309 -3.99041  0.13
H3 1.58315 1.14882 -6.05064  0.09
H4 2.71741 3.20198 -4.78637  0.09
H5 4.19814 3.27836 0.09164  0.12
H6 3.38171 1.83042 0.54904  0.05
C7 -3.60246 -1.64426 -1.27828  -0.14
Si1 -2.54338 -0.25195 -0.49945  0.54
C8 -2.49788 1.24828 -1.67853  -0.16
C9 -3.18451 0.16562 1.24735  -0.13
N5 -0.84780 -0.84593 -0.53347  -0.18
C10 -0.39323 -1.96677 0.07784  -0.36
C11 -1.07270 -2.61857 1.13165  0.01
C12 -0.51844 -3.71653 1.74875  -0.01
C13 0.70393 -4.23018 1.32434  0.00
C14 1.37289 -3.63483 0.25766  -0.04
C15 0.83556 -2.53363 -0.36191  -0.05
H7 -4.64740 -1.35456 -1.22646  0.05
H8 -3.50070 -2.58619 -0.75041  0.03
H9 -3.38289 -1.81699 -2.32742  0.02
H10 -2.75641 0.98016 -2.69838  0.04
H11 -1.53365 1.76378 -1.68128  -0.01
H12 -3.23385 1.97087 -1.34156  0.05
H13 -4.01865 0.85543 1.15691  0.05
H14 -2.42930 0.64282 1.86482  0.01
H15 -3.55992 -0.70515 1.77906  0.04
H16 -2.00740 -2.20886 1.47195  0.10
H17 -1.04461 -4.18736 2.56545  0.13
H18 1.12579 -5.09400 1.81253  0.13
H19 2.30432 -4.05196 -0.09305  0.13
H20 1.33805 -2.09840 -1.22892  0.10
O1 3.37063 0.69232 1.83496  -0.28
S3 2.10097 0.06376 2.10236  0.73
O2 2.04151 -1.36058 2.11456  -0.24
N6 1.08139 0.63945 0.89812  -0.24
C16 0.20576 1.53779 1.37818  -0.53
O3 -0.52912 2.11176 0.57059  0.05
C17 0.22125 1.64782 2.84285  -0.14
C18 -0.66889 2.35151 3.64417  0.03
C19 -0.58501 2.18872 5.02122  -0.02
C20 0.38341 1.36873 5.58663  -0.01
C21 1.30454 0.69245 4.78644  0.00
C22 1.19615 0.84242 3.42592  -0.19
H21 -1.42010 2.97865 3.19003  0.13
H22 -1.28897 2.69589 5.66254  0.12
H23 0.42567 1.23991 6.65814  0.13
H24 2.06742 0.06533 5.21668  0.13

gap between HOMO and LUMO (alpha / beta)	4.64 / 4.64	eV
total charge	+2
calculated total energy	-2981.2191	Eh
ΔE to the lowest compared entry with this formula, charge and spin	268.3	kJ/mol

Number 3 is which compound?
C22H24N8O3SW

Please write out number 1 again, unchanged.
DFT (wB97M-V/def2-TZVPD) results for one molecule with the formula C22H24N6O2 in a non-equilibrium geometry.

Each line ends with the Löwdin charge.
Geometry (Å):
C1 3.66405 3.64221 0.17329  -0.01
N1 3.23284 2.26039 0.04440  0.03
C2 1.90082 2.03377 -0.33370  -0.37
O1 1.13527 2.95660 -0.56378  0.06
C3 1.62346 0.64145 -0.41012  -0.07
C4 2.58328 -0.32727 -0.18206  -0.22
N2 2.07331 -1.56232 -0.35397  0.21
C5 0.79659 -1.37333 -0.68810  -0.29
N3 -0.01255 -2.40341 -1.06438  -0.04
C6 0.62293 -3.71248 -1.09546  -0.15
C7 0.58689 -4.37299 0.28283  -0.21
N4 -0.80104 -4.48466 0.70000  -0.07
C8 -1.41962 -3.17642 0.79046  -0.20
C9 -1.38283 -2.52206 -0.59459  -0.13
N5 0.46992 -0.05324 -0.75300  0.05
C10 -0.76544 0.59988 -1.09841  -0.08
C11 -1.74431 0.68524 0.05332  -0.16
C12 -1.33054 0.44952 1.33954  -0.03
C13 -2.22509 0.50907 2.41679  -0.06
C14 -3.53908 0.80684 2.20158  -0.03
C15 -4.00549 1.08192 0.89937  -0.16
C16 -5.35589 1.41512 0.66460  -0.03
C17 -5.80021 1.70250 -0.59434  -0.08
C18 -4.90635 1.67239 -1.67405  -0.08
C19 -3.59245 1.34636 -1.48140  -0.02
C20 -3.09991 1.03419 -0.19533  -0.12
N6 3.85666 -0.00995 0.17124  0.01
C21 4.83234 -1.05167 0.39915  -0.01
C22 4.21400 1.31690 0.29772  -0.44
O2 5.33751 1.64698 0.61575  0.07
H1 2.80400 4.27299 -0.03942  0.09
H2 4.03039 3.82189 1.18360  0.10
H3 4.47021 3.84710 -0.53081  0.10
H4 1.65159 -3.59003 -1.42914  0.11
H5 0.06455 -4.32556 -1.80690  0.13
H6 1.01738 -5.37401 0.22581  0.12
H7 1.19169 -3.76292 0.97408  0.11
H8 -0.86718 -4.97201 1.58759  0.11
H9 -2.45657 -3.29392 1.11159  0.12
H10 -0.90456 -2.50998 1.50693  0.12
H11 -1.87296 -1.55388 -0.54982  0.09
H12 -1.91236 -3.16256 -1.30483  0.13
H13 -1.20567 0.07668 -1.95288  0.13
H14 -0.50236 1.62003 -1.40188  0.14
H15 -0.29605 0.21118 1.54023  0.12
H16 -1.86100 0.31465 3.41473  0.11
H17 -4.23877 0.84773 3.02359  0.11
H18 -6.03206 1.44447 1.50709  0.11
H19 -6.83485 1.95999 -0.76578  0.10
H20 -5.26322 1.91340 -2.66454  0.10
H21 -2.92155 1.34479 -2.32602  0.11
H22 5.77121 -0.57253 0.66931  0.09
H23 4.49356 -1.70364 1.20418  0.09
H24 4.95566 -1.64512 -0.50676  0.09

gap between HOMO and LUMO	8.03	eV
calculated total energy	-1331.8464	Eh
ΔE to the lowest compared entry with this formula, charge and spin	2.0	kJ/mol
structure (SMILES)	Cn1c(=O)c2c(nc(N3CCNCC3)n2Cc2cccc3ccccc23)n(C)c1=O